1.
Density functional theory data (wB97M-V/def2-TZVPD) for a structure of composition C40H48CdIN4O3SeSi2 at a distorted geometry.

Positions of all 100 atoms, in Å:
Cd (-0.34545, 0.18610, 0.21392)
C (-0.98635, 2.51330, -2.75938)
O (-1.67395, 1.73500, -1.80848)
C (-2.83735, 1.15110, -2.20218)
C (-3.30905, 1.13930, -3.50658)
C (-4.53585, 0.56760, -3.81118)
C (-5.31675, 0.01440, -2.81288)
C (-4.85675, -0.00390, -1.51208)
C (-3.61035, 0.54150, -1.18418)
N (-3.07925, 0.51690, 0.08302)
N (-3.81355, 0.06310, 1.02132)
C (-3.54485, 0.18070, 2.30512)
C (-2.46075, 1.04330, 2.75262)
O (-1.66015, 1.56090, 1.95082)
C (-2.42085, 1.32040, 4.16772)
C (-3.24485, 0.71050, 5.04572)
C (-4.23445, -0.22710, 4.63022)
C (-5.03765, -0.90130, 5.55732)
C (-5.97415, -1.81430, 5.13782)
C (-6.14205, -2.06070, 3.77662)
C (-5.37335, -1.40100, 2.84822)
C (-4.40185, -0.47730, 3.25232)
H (-1.62365, 3.32090, -3.13808)
H (-0.62165, 1.90590, -3.59198)
H (-0.12815, 2.93320, -2.24088)
H (-2.72075, 1.56040, -4.30598)
H (-4.87625, 0.56490, -4.83668)
H (-6.28165, -0.40830, -3.05258)
H (-5.44625, -0.44180, -0.72018)
H (-1.67205, 2.02320, 4.49702)
H (-3.15875, 0.91260, 6.10582)
H (-4.88675, -0.71920, 6.61262)
H (-6.57045, -2.35250, 5.86062)
H (-6.86275, -2.79710, 3.45332)
H (-5.48805, -1.60480, 1.79512)
C (1.13715, 2.06240, 3.99602)
Si (1.71965, 1.93330, 2.18042)
C (3.57875, 2.44170, 2.24272)
C (0.86085, 3.29820, 1.14252)
C (1.52195, 0.21550, 1.39282)
Si (1.89415, -1.37470, 2.37302)
C (1.71755, -1.25220, 4.27112)
C (3.74985, -1.79700, 2.07792)
C (0.80845, -2.85190, 1.83532)
H (0.65825, 3.01810, 4.18632)
H (1.97035, 1.96880, 4.68462)
H (0.43035, 1.27940, 4.23482)
H (3.74175, 3.26050, 2.93972)
H (3.94035, 2.77170, 1.27412)
H (4.19915, 1.61110, 2.56162)
H (1.34665, 4.26540, 1.24942)
H (-0.17465, 3.40250, 1.44732)
H (0.86155, 3.03530, 0.08642)
H (2.21645, 0.17520, 0.55432)
H (2.35145, -0.47310, 4.68042)
H (1.99925, -2.19450, 4.73382)
H (0.69025, -1.04640, 4.55352)
H (4.38345, -0.96760, 2.37932)
H (3.95365, -2.00750, 1.03272)
H (4.04645, -2.66850, 2.65432)
H (-0.02295, -2.96640, 2.52632)
H (1.35785, -3.78910, 1.83632)
H (0.38805, -2.72170, 0.83812)
I (2.57855, -2.55900, -1.97548)
C (-0.58455, -1.46330, -2.45278)
C (-0.98485, -2.01910, -3.65788)
C (-2.22335, -2.64070, -3.67998)
C (-2.97025, -2.71800, -2.51278)
C (-2.47385, -2.14760, -1.35548)
N (-1.29495, -1.52870, -1.37238)
H (-0.36595, -1.97470, -4.53988)
H (-2.59935, -3.07770, -4.59668)
H (-3.92965, -3.21130, -2.50168)
H (-3.00815, -2.20080, -0.41568)
Se (-2.88645, -3.58810, 1.95112)
C (-2.72205, -3.30340, 3.69042)
N (-2.60815, -3.11370, 4.82342)
C (6.52585, 0.69890, -5.88898)
C (5.45065, 0.68240, -4.84168)
C (4.14905, 0.41350, -5.12378)
C (3.12425, 0.44140, -4.12038)
C (1.84785, 0.07480, -4.45038)
C (3.51525, 0.83970, -2.78068)
C (2.56265, 1.10480, -1.76108)
O (1.33105, 0.93760, -1.79328)
C (4.89655, 1.01100, -2.49668)
C (5.37275, 1.22860, -1.08938)
C (5.82455, 0.93430, -3.50138)
H (6.11395, 0.51140, -6.87798)
H (7.27875, -0.06110, -5.67338)
H (7.02475, 1.67000, -5.89398)
H (3.84405, 0.17660, -6.13508)
H (1.62295, -0.21990, -5.46338)
H (1.02195, 0.17240, -3.77158)
H (2.08685, -1.42190, -2.96548)
H (2.98485, 1.56380, -0.85328)
H (5.00695, 0.43400, -0.44098)
H (5.02195, 2.18050, -0.69358)
H (6.46035, 1.22610, -1.05478)
H (6.87615, 1.06270, -3.28238)

Its charge is -1. The LUMO energy (alpha / beta) comes out at 0.060 / -0.041 Eh. As for the multiplicity: 1. The calculation puts the HOMO energy (alpha / beta) at -0.1319 / -0.1326 Eh. The maximum force is 2.5 eV/Å. The calculation puts the HOMO-LUMO gap (alpha / beta) at 0.192 / 0.091 hartree. The value obtained for the energy is -148126.81867 eV.

=====

2.
Density functional theory data (wB97M-V/def2-TZVPD) for a cluster of 3 separate species, C42H47N2O10P2 in total at a distorted geometry.

Positions of all 103 atoms, in Å:
C (-5.97491, -1.59269, -1.12433)
C (-7.11558, -1.11162, -0.21758)
C (-7.13561, 0.42622, -0.07634)
C (-6.02327, 0.95458, 0.85050)
C (-6.48163, 1.29008, 2.28230)
C (-5.57465, 2.33926, 2.99587)
C (-4.69502, 1.72099, 4.10933)
P (-3.57428, 0.31556, 3.42104)
C (-3.17502, -0.39131, 5.15615)
C (-3.94318, -1.62292, 5.52108)
N (-3.52063, -2.80057, 5.28304)
O (-2.70431, -0.92826, 2.53708)
C (-1.85552, -0.21201, 1.68007)
C (-1.22105, 0.99826, 2.44948)
C (-1.35848, 2.36386, 1.73629)
O (-0.55113, 2.47995, 0.54060)
C (-1.29865, 2.41852, -0.61096)
C (-1.04209, 1.18100, -1.46858)
O (-2.06082, 3.27973, -0.91082)
P (0.53588, 0.61431, 2.98565)
N (0.97619, -0.85902, 2.64157)
O (0.61110, 0.83649, 4.61510)
O (1.61236, 1.68515, 2.34826)
O (-2.04035, 1.19760, 3.58025)
H (-5.99238, -1.05668, -2.08027)
H (-6.07324, -2.65417, -1.36606)
H (-4.99623, -1.41841, -0.66878)
H (-8.05628, -1.39331, -0.70725)
H (-7.05456, -1.60385, 0.75567)
H (-8.12378, 0.80128, 0.20126)
H (-6.92561, 0.80697, -1.08577)
H (-5.22812, 0.20391, 0.92727)
H (-5.55156, 1.83488, 0.40336)
H (-6.60533, 0.40090, 2.90148)
H (-7.48629, 1.73316, 2.19923)
H (-4.96185, 2.86253, 2.25314)
H (-6.24613, 3.10285, 3.40954)
H (-5.40102, 1.32749, 4.85608)
H (-4.07928, 2.50187, 4.57843)
H (-4.73773, -0.54363, 3.31866)
H (-3.74278, 0.96885, 2.14297)
H (-3.44002, 0.38413, 5.88743)
H (-2.09669, -0.52134, 5.23631)
H (-4.90972, -1.52574, 6.03552)
H (-4.20496, -3.48054, 5.60882)
H (-2.30698, 0.09687, 0.72490)
H (-1.12828, -0.96629, 1.36653)
H (-2.41176, 2.56457, 1.54680)
H (-0.99186, 3.10850, 2.44728)
H (-0.93145, 1.51760, -2.49765)
H (-0.11615, 0.71815, -1.11999)
H (-1.83697, 0.45185, -1.32666)
H (1.81138, -0.84199, 2.06764)
H (1.15353, 1.62650, 4.74028)
H (2.07332, 1.26906, 1.61941)
C (0.25938, -3.01114, 0.33781)
C (-0.94253, -3.40336, -0.24606)
C (-0.97308, -3.80761, -1.57283)
C (0.19620, -3.80587, -2.32767)
C (1.39816, -3.38836, -1.74640)
C (1.42489, -3.00492, -0.41045)
C (2.64802, -3.32512, -2.54281)
O (3.69529, -2.96088, -2.04009)
C (2.59164, -3.70491, -3.98038)
C (3.73883, -3.59948, -4.75913)
C (3.70349, -3.96216, -6.09550)
C (2.52387, -4.43973, -6.65813)
C (1.37704, -4.54163, -5.88762)
C (1.40410, -4.16684, -4.54927)
C (0.15340, -4.24952, -3.74321)
O (-0.87426, -4.66451, -4.24259)
H (0.28533, -2.69785, 1.37575)
H (-1.85463, -3.39081, 0.33812)
H (-1.90531, -4.11654, -2.02585)
H (2.35694, -2.69266, 0.04174)
H (4.65563, -3.23139, -4.31900)
H (4.59627, -3.87491, -6.70119)
H (2.49941, -4.72882, -7.70095)
H (0.45796, -4.90781, -6.32395)
C (2.78145, 1.87748, -1.05515)
C (3.28984, 0.61455, -1.34790)
C (4.65681, 0.42238, -1.46680)
C (5.52265, 1.49809, -1.30403)
C (5.01103, 2.77179, -1.03268)
C (3.63906, 2.95511, -0.89904)
C (5.91679, 3.94313, -0.90096)
O (5.47811, 5.04995, -0.66119)
C (7.37915, 3.73038, -1.07862)
C (8.23859, 4.82140, -1.01317)
C (9.60302, 4.63741, -1.16382)
C (10.11687, 3.36111, -1.37247)
C (9.26470, 2.27167, -1.44350)
C (7.89311, 2.45314, -1.30555)
C (6.98829, 1.27637, -1.41722)
O (7.44069, 0.16461, -1.60177)
H (1.71302, 2.01941, -0.95228)
H (2.61597, -0.22343, -1.48209)
H (5.04696, -0.56220, -1.68882)
H (3.24455, 3.93696, -0.67657)
H (7.83788, 5.81192, -0.84743)
H (10.26970, 5.48874, -1.11701)
H (11.18400, 3.21816, -1.48324)
H (9.66113, 1.27953, -1.60965)

Its charge is -1. The LUMO energy comes out at 0.014 Eh. As for the multiplicity: 1. The calculation puts the HOMO energy at -0.1833 Eh. The maximum force is 2.2 eV/Å. The calculation puts the HOMO-LUMO gap at 0.197 hartree. The value obtained for the energy is -86351.49601 eV.

=====

3.
Density functional theory data (wB97M-V/def2-TZVPD) for a structure of composition C22H40IrN5O5SSi4Te.

Positions of all 79 atoms, in Å:
Ir (0.34372, 0.19075, 0.07394)
N (-1.70080, -0.37752, -0.04102)
C (-2.19716, -1.31083, -1.07525)
C (-1.62984, -2.69918, -0.82884)
O (-2.29051, -3.60575, -0.38571)
O (-0.34186, -2.78328, -1.12233)
H (-2.00050, -0.67067, 0.89513)
H (-2.15155, 0.52473, -0.17901)
H (-1.87107, -0.94674, -2.04764)
H (-3.28324, -1.38439, -1.04914)
N (1.87198, -4.32436, 6.68388)
C (1.36132, -3.29590, 5.90396)
C (2.07398, -2.81652, 4.80492)
C (1.58064, -1.76727, 4.04876)
C (0.37255, -1.18109, 4.38638)
C (-0.34232, -1.63970, 5.48737)
C (0.14617, -2.68812, 6.23917)
S (-0.35708, 0.11217, 3.43868)
O (-0.42947, 1.29386, 4.24829)
O (-1.58738, -0.40547, 2.87765)
N (0.60863, 0.30692, 2.16708)
C (1.79130, 0.96923, 2.08633)
N (2.56052, 1.40418, 3.06253)
C (3.68404, 2.01363, 2.67363)
C (4.05252, 2.17965, 1.34732)
C (3.19827, 1.66330, 0.38255)
N (2.08210, 1.06326, 0.74806)
H (2.55449, -4.91584, 6.24001)
H (1.20198, -4.83676, 7.23227)
H (3.01904, -3.27555, 4.53746)
H (2.12730, -1.43169, 3.17702)
H (-1.28676, -1.17860, 5.74606)
H (-0.41205, -3.04477, 7.09664)
H (4.31864, 2.37915, 3.47284)
H (4.96900, 2.67850, 1.07248)
H (3.40151, 1.71906, -0.67902)
O (0.54875, 0.39191, -2.88900)
C (0.47577, 0.30662, -1.74278)
C (5.98885, -2.92455, -0.16418)
Si (4.52874, -3.84007, 0.57084)
C (4.79218, -3.95744, 2.42185)
C (4.44202, -5.55180, -0.17636)
Si (0.75668, -3.98259, -0.51545)
Te (2.55568, -2.34434, 0.08885)
Si (-0.15910, -5.14535, 1.31155)
C (1.30218, -6.00151, 2.13973)
C (-1.35170, -6.47728, 0.74770)
C (-0.92528, -3.98490, 2.55718)
Si (1.16325, -5.19723, -2.48972)
C (-0.48707, -5.10019, -3.38509)
C (1.55757, -7.00855, -2.18824)
C (2.49907, -4.35166, -3.49170)
H (6.92006, -3.45444, 0.05397)
H (6.06812, -1.91760, 0.25147)
H (5.88963, -2.83075, -1.24679)
H (5.79196, -4.35899, 2.61530)
H (4.06485, -4.60419, 2.91280)
H (4.73830, -2.96655, 2.87721)
H (5.35258, -6.09796, 0.08515)
H (4.38690, -5.49507, -1.26277)
H (3.58876, -6.12545, 0.18716)
H (1.75682, -6.75362, 1.48968)
H (0.95377, -6.51328, 3.04125)
H (2.07265, -5.28533, 2.43400)
H (-0.87887, -7.16201, 0.03941)
H (-2.23770, -6.05177, 0.27844)
H (-1.66405, -7.06491, 1.61540)
H (-0.17337, -3.30566, 2.96340)
H (-1.32774, -4.56727, 3.39148)
H (-1.74028, -3.39415, 2.14103)
H (-1.29352, -5.49563, -2.76330)
H (-0.45541, -5.68315, -4.30920)
H (-0.73505, -4.06944, -3.64410)
H (0.76168, -7.47706, -1.60394)
H (2.49724, -7.16618, -1.66176)
H (1.61552, -7.53390, -3.14509)
H (2.25952, -3.29312, -3.61382)
H (2.59769, -4.79770, -4.48414)
H (3.46699, -4.41115, -2.99322)

For the relative energy (zero: lowest compared OMol25 entry of this formula, charge and spin), the calculation gives 0.0 kJ/mol. The LUMO energy comes out at 0.007 Eh. As for the multiplicity: 1. The calculation puts the HOMO energy at -0.2740 Eh. The maximum force is 0.8 eV/Å. The calculation puts the HOMO-LUMO gap at 0.281 hartree. The value obtained for the energy is -93635.77637 eV.

=====

4.
Density functional theory data (wB97M-V/def2-TZVPD) for a cluster of 2 separate species, C5H12N2O in total at a distorted geometry.

Positions of all 20 atoms, in Å:
C (1.35745, -1.48992, 0.25143)
C (0.19128, -0.76053, 0.89467)
C (0.02810, 0.78072, 0.92258)
C (0.70828, 0.02134, 2.14105)
O (1.97532, 0.21377, 2.36471)
N (-1.60531, -0.35830, -1.00299)
C (-1.00507, 0.76287, -1.69290)
N (-1.26886, 0.78657, -3.15250)
H (2.02437, -1.79411, 1.05519)
H (1.86189, -0.83954, -0.40676)
H (1.02203, -2.36640, -0.27987)
H (-0.81640, -1.26254, 0.98010)
H (-0.96448, 1.14889, 1.11577)
H (0.76565, 1.49540, 0.41135)
H (-0.00451, -0.12248, 3.07611)
H (-2.63987, -0.28315, -1.22311)
H (0.10756, 0.75994, -1.55551)
H (-1.32899, 1.77955, -1.25809)
H (-1.16903, -0.15426, -3.47056)
H (-2.22187, 1.04380, -3.37484)

For the relative energy (zero: lowest compared OMol25 entry of this formula, charge and spin), the calculation gives 876.1 kJ/mol. The LUMO energy comes out at -0.125 Eh. As for the multiplicity: 1. The calculation puts the HOMO energy at -0.2711 Eh. The maximum force is 5.6 eV/Å. The calculation puts the HOMO-LUMO gap at 0.146 hartree. The value obtained for the energy is -10399.34359 eV.

=====

5.
Density functional theory data (wB97M-V/def2-TZVPD) for a cluster of 2 separate species, H4NP in total at a distorted geometry.

Positions of all 6 atoms, in Å:
N (0.84581, -0.17973, 0.05535)
P (-2.60395, 0.10256, 0.37981)
H (1.44976, 0.38808, -0.63909)
H (0.75661, -1.03451, -0.36032)
H (-1.89720, 0.97887, -0.37674)
H (1.44898, -0.25526, 0.94099)

For the relative energy (zero: lowest compared OMol25 entry of this formula, charge and spin), the calculation gives 250.4 kJ/mol. The LUMO energy (alpha / beta) comes out at -0.036 / -0.036 Eh. As for the multiplicity: 1. The calculation puts the HOMO energy (alpha / beta) at -0.3072 / -0.3050 Eh. The maximum force is 5.2 eV/Å. The calculation puts the HOMO-LUMO gap (alpha / beta) at 0.271 / 0.269 hartree. The value obtained for the energy is -10840.53520 eV.